ORCA calculation (ωB97M-V with the def2-TZVPD basis set) on the molecule C5H8N2O2 in a non-equilibrium geometry.

The geometry in XYZ format:
```
17
Properties=species:S:1:pos:R:3:forces:R:3
N 0.04389 2.39765 -0.92491 0.47 0.88 0.85
C 0.19168 1.10262 -0.48955 -0.49 0.30 -0.30
N 0.47236 0.72444 0.70663 0.06 -0.14 -0.70
C 0.47221 -0.76387 0.74058 0.34 0.08 -0.85
C -0.44195 -1.24010 1.87996 0.30 -0.58 -0.26
O -1.02503 -2.29897 1.91433 0.44 0.83 -0.10
O -0.47483 -0.35334 2.86832 -0.35 -0.12 0.54
C 0.03914 -1.28203 -0.65837 -1.85 1.03 0.46
C -0.09054 0.02421 -1.50823 -1.46 -0.49 1.12
H -0.15112 2.65318 -1.89284 0.18 -0.60 0.69
H 0.30568 3.18516 -0.31025 -0.30 -1.01 -0.55
H 1.49912 -1.11641 0.92351 -0.28 0.10 0.42
H -0.01965 0.44204 2.54192 0.02 0.22 -0.04
H -0.96536 -1.72969 -0.49489 0.64 0.09 -0.43
H 0.66836 -2.03112 -1.08984 0.50 -0.29 -0.14
H 0.61113 0.10668 -2.29741 0.65 -0.08 -0.96
H -1.13510 0.17956 -1.90895 1.13 -0.22 0.24
```
Positions in Å, forces in eV/Å.

Results
E_LUMO ... 0.6 eV
DFT total energy ... -12390.5450 eV
Energy relative to the best compared isomer or geometry (same formula, charge and spin) ... 37.7 kJ/mol
Molar mass ... 128.131 g/mol
Gap between HOMO and LUMO ... 0.3671 Ha

Need the Löwdin charges? In units of e they are:
1 N 0.124
2 C -0.417
3 N 0.093
4 C -0.230
5 C -0.499
6 O 0.102
7 O 0.113
8 C -0.095
9 C -0.095
10 H 0.104
11 H 0.115
12 H 0.152
13 H 0.086
14 H 0.116
15 H 0.100
16 H 0.095
17 H 0.134

ORCA calculation (ωB97M-V with the def2-TZVPD basis set) on a structure of composition C30H21N3O2PSn.

The geometry in XYZ format:
```
58
Properties=species:S:1:pos:R:3:forces:R:3
Sn -0.17789 0.40148 0.52274 0.04 -0.11 0.01
C -0.45922 -4.73931 -2.50725 0.00 -0.01 0.00
C -1.72615 -4.30354 -2.14279 -0.04 0.03 0.00
C -1.95237 -2.96071 -1.87920 0.04 -0.03 0.03
C -0.88945 -2.06019 -1.99558 0.13 0.06 -0.01
C 0.39360 -2.49829 -2.35478 -0.03 -0.06 -0.02
C 0.60103 -3.84246 -2.60945 0.01 0.05 0.01
P -1.16749 -0.32818 -1.74072 0.06 0.11 0.16
C -1.04109 0.68024 -3.16623 0.00 -0.03 -0.13
C -0.55226 0.13938 -4.36548 -0.07 0.09 0.06
C -0.50002 0.94506 -5.48883 0.01 0.04 -0.02
C -0.92023 2.26806 -5.41609 0.00 -0.03 -0.02
C -1.40810 2.80336 -4.22437 0.00 0.02 0.03
C -1.46868 2.01785 -3.09224 0.06 -0.09 -0.08
C -2.58683 0.02348 -0.68890 -0.01 0.06 -0.06
C -3.91309 -0.05000 -1.10799 -0.02 -0.07 0.08
C -4.91338 0.15775 -0.16674 0.02 0.01 -0.02
C -4.59843 0.44386 1.15961 -0.01 0.02 0.00
C -3.27683 0.54154 1.57886 0.05 0.12 0.06
C -2.27002 0.34647 0.64642 -0.17 -0.11 -0.04
H -0.29339 -5.78784 -2.71718 0.00 0.00 0.01
H -2.54310 -5.00868 -2.06975 0.00 0.01 0.00
H -2.94165 -2.62495 -1.59686 0.00 -0.01 0.01
H 1.21519 -1.79664 -2.45377 0.00 0.00 0.01
H 1.58291 -4.19375 -2.89684 0.00 0.01 0.00
H -0.24383 -0.89547 -4.42800 -0.01 0.00 0.02
H -0.13885 0.53997 -6.42408 0.00 0.01 0.00
H -0.87753 2.89084 -6.30006 0.00 -0.01 0.00
H -1.74872 3.82916 -4.19107 0.00 0.00 -0.01
H -1.87164 2.42462 -2.17146 -0.02 -0.01 0.01
H -4.16708 -0.27641 -2.13615 0.00 0.01 -0.01
H -5.95033 0.09534 -0.46946 0.00 0.02 0.00
H -5.39282 0.61526 1.87407 -0.02 -0.03 -0.01
H -3.05569 0.79501 2.60737 0.00 -0.02 -0.01
O 5.53019 0.77972 5.50708 0.02 -0.02 -0.05
N 4.58346 0.07459 5.28435 -0.07 0.04 0.14
O 4.27419 -0.94440 5.86433 0.02 -0.02 -0.07
C 3.64883 0.53414 4.22173 0.00 -0.05 -0.06
C 3.58911 1.86136 4.00507 -0.01 0.01 0.00
C 2.66856 2.40100 3.04938 -0.01 0.01 -0.01
C 2.53728 3.78175 2.79471 0.03 -0.02 0.02
C 1.62388 4.22207 1.86543 -0.03 0.01 -0.03
C 0.84260 3.29273 1.18619 0.01 0.05 -0.03
N 0.95430 1.98256 1.41531 0.00 -0.04 -0.03
C 1.85050 1.52871 2.33664 0.04 -0.05 0.02
C 1.94250 0.11390 2.56002 -0.03 -0.03 -0.03
N 1.12599 -0.68669 1.81590 -0.03 -0.03 0.05
C 1.16834 -2.01310 1.95574 0.06 0.10 0.03
C 2.04826 -2.60790 2.85016 0.01 -0.01 -0.02
C 2.87947 -1.82307 3.61611 0.00 -0.01 0.03
C 2.83531 -0.41306 3.49737 0.00 0.05 -0.02
H 4.23918 2.52032 4.56743 0.00 0.00 0.00
H 3.15766 4.48793 3.33374 0.00 0.00 0.00
H 1.50274 5.27426 1.64957 -0.01 0.00 0.00
H 0.11931 3.60650 0.44405 -0.01 0.01 0.01
H 0.49855 -2.59966 1.34067 -0.03 -0.03 -0.02
H 2.07160 -3.68523 2.93493 0.00 0.00 0.01
H 3.56165 -2.28073 4.31635 0.02 0.00 0.01
```
Positions in Å, forces in eV/Å.

Results
Net charge ... +3
E_LUMO ... -10.5 eV
DFT total energy ... -55107.2520 eV
Molar mass ... 605.202 g/mol
Gap between HOMO and LUMO ... 0.2608 Ha

Need the Löwdin charges? In units of e they are:
1 Sn 1.486
2 C -0.013
3 C -0.026
4 C -0.050
5 C -0.386
6 C -0.103
7 C -0.036
8 P 1.030
9 C -0.363
10 C -0.045
11 C -0.021
12 C -0.001
13 C -0.032
14 C -0.077
15 C -0.443
16 C -0.041
17 C 0.000
18 C -0.006
19 C -0.067
20 C -0.327
21 H 0.131
22 H 0.130
23 H 0.110
24 H 0.117
25 H 0.127
26 H 0.111
27 H 0.131
28 H 0.133
29 H 0.127
30 H 0.110
31 H 0.135
32 H 0.136
33 H 0.135
34 H 0.121
35 O 0.161
36 N -0.329
37 O 0.123
38 C -0.027
39 C 0.114
40 C -0.082
41 C 0.094
42 C 0.031
43 C -0.043
44 N -0.047
45 C -0.133
46 C -0.127
47 N -0.052
48 C -0.045
49 C 0.036
50 C 0.101
51 C -0.019
52 H 0.157
53 H 0.155
54 H 0.143
55 H 0.138
56 H 0.137
57 H 0.143
58 H 0.136